No. 1
{
  "formula": "C21H50ClN2NaO9",
  "method": "ωB97M-V/def2-TZVPD",
  "homo_ev": -8.04,
  "max_force_ev_per_a": 4.5,
  "total_charge": 0,
  "lumo_ev": -2.09,
  "homo_lumo_gap_ev": 5.95,
  "energy_ev": -60921.6164,
  "symbols": ["Na", "Cl", "O", "O", "O", "O", "C", "C", "C", "C", "C", "C", "N", "O", "C", "C", "C", "H", "H", "H", "H", "H", "H", "H", "H", "H", "H", "H", "H", "H", "H", "H", "H", "H", "H", "H", "C", "C", "C", "C", "C", "C", "N", "O", "C", "C", "C", "H", "H", "H", "H", "H", "H", "H", "H", "H", "H", "H", "H", "H", "H", "H", "H", "H", "H", "H", "C", "O", "H", "H", "H", "H", "C", "O", "H", "H", "H", "H", "C", "O", "H", "H", "H", "H"],
  "xyz": [[0.7093, -3.7597, -0.8846], [-0.1473, 0.1294, -0.4383], [-0.0552, -1.2914, -0.1755], [-1.5015, 0.4357, -0.7887], [0.3152, 0.9258, 0.7839], [0.5712, 0.5722, -1.5719], [-3.9955, -4.6887, 2.1871], [-3.9855, -4.6058, 0.6356], [-5.2268, -5.3714, 0.1240], [-6.5710, -4.6981, 0.2798], [-6.6073, -3.2409, -0.2613], [-5.3991, -2.3695, 0.3402], [-4.1235, -3.1766, 0.2229], [-3.1413, -2.3995, 0.7645], [-5.2681, -1.1982, -0.7238], [-5.6991, -1.8513, 1.7682], [-2.6170, -5.2577, 0.1036], [-3.7501, -5.6962, 2.5230], [-4.9581, -4.4289, 2.6275], [-3.2750, -3.9936, 2.6183], [-5.0936, -5.6635, -0.9176], [-5.2624, -6.2562, 0.7597], [-6.7426, -4.6864, 1.3561], [-7.4460, -5.2738, -0.0218], [-7.5891, -2.9275, 0.0937], [-6.7003, -3.2324, -1.3473], [-4.5416, -0.4617, -0.3807], [-4.9327, -1.6151, -1.6734], [-6.1850, -0.6153, -0.8115], [-4.8545, -1.3569, 2.2482], [-6.3476, -1.0244, 1.4788], [-6.2411, -2.6320, 2.3019], [-1.7676, -4.6283, 0.3691], [-2.6427, -5.5765, -0.9384], [-2.2680, -6.0495, 0.7663], [-2.6884, -1.9282, 0.0613], [3.1213, 3.4230, -1.5458], [4.1159, 2.7217, -0.6009], [4.1770, 1.2414, -1.0570], [5.4162, 0.5389, -0.6646], [6.7430, 1.3688, -0.7438], [6.6635, 2.7706, -0.1223], [5.4641, 3.4873, -0.6421], [5.2331, 4.6983, 0.0131], [6.6233, 2.5469, 1.4347], [7.9771, 3.4627, -0.5863], [3.3381, 2.7807, 0.7772], [3.6492, 3.6270, -2.4773], [2.6911, 4.3169, -1.0940], [2.2287, 2.8457, -1.7870], [3.4543, 0.6342, -0.5121], [3.9368, 1.2385, -2.1201], [5.4271, -0.3244, -1.3300], [5.4158, 0.1252, 0.3438], [6.9658, 1.4039, -1.8102], [7.5989, 0.8515, -0.3101], [5.8713, 1.8477, 1.8004], [7.5651, 2.2601, 1.9026], [6.3022, 3.4417, 1.9679], [8.9085, 3.1278, -0.1297], [8.1317, 3.4013, -1.6635], [7.8544, 4.5283, -0.3925], [3.8361, 2.2301, 1.5753], [2.4204, 2.2292, 0.5725], [3.0788, 3.7650, 1.1670], [4.9507, 5.2291, -0.7353], [-4.1969, 3.2290, 0.3848], [-2.7739, 3.1051, 0.6997], [-4.6730, 4.0437, 0.9304], [-4.2219, 3.5311, -0.6622], [-4.6987, 2.2727, 0.5320], [-2.5504, 2.1856, 0.5380], [-0.4894, 3.4461, 3.2113], [0.2334, 2.3474, 3.6382], [-1.5778, 3.4386, 3.1531], [-0.0925, 4.3004, 3.7596], [-0.1977, 3.8467, 2.2404], [0.2566, 1.7666, 2.8742], [2.0482, -0.5495, -4.6788], [1.9594, -1.1924, -3.3894], [3.0129, -0.6445, -5.1772], [1.3348, -1.0300, -5.3484], [1.8243, 0.5172, -4.6684], [1.6719, -0.5407, -2.7458]],
  "lowdin_charge": [0.82, 0.71, -0.39, -0.34, -0.35, -0.34, -0.04, -0.44, -0.15, -0.19, -0.11, -0.43, -0.13, -0.04, -0.03, -0.02, -0.01, 0.08, 0.07, 0.08, 0.11, 0.12, 0.09, 0.11, 0.11, 0.11, 0.06, 0.08, 0.08, 0.09, 0.08, 0.07, 0.04, 0.08, 0.07, 0.08, -0.06, -0.42, -0.15, -0.19, -0.14, -0.48, -0.08, -0.03, -0.03, -0.04, -0.03, 0.08, 0.08, 0.08, 0.11, 0.11, 0.11, 0.10, 0.11, 0.12, 0.06, 0.08, 0.08, 0.08, 0.07, 0.07, 0.07, 0.05, 0.08, 0.10, -0.12, -0.14, 0.07, 0.07, 0.07, 0.03, -0.21, -0.10, 0.07, 0.07, 0.07, 0.04, -0.14, -0.15, 0.07, 0.07, 0.08, 0.01]
}

---

No. 2
{
  "formula": "C2H2BrP",
  "method": "ωB97M-V/def2-TZVPD",
  "homo_ev": [-8.63, -8.63],
  "max_force_ev_per_a": 7.2,
  "de_lowest_kj_mol": 173.5,
  "total_charge": 0,
  "lumo_ev": [-1.97, -1.97],
  "homo_lumo_gap_ev": [6.66, 6.66],
  "energy_ev": -81434.1651,
  "symbols": ["C", "C", "P", "Br", "H", "H"],
  "xyz": [[-0.1344, 0.7083, 0.4757], [0.5168, -0.4820, 0.5095], [1.1388, 0.5004, 1.8114], [4.0776, 1.1650, 0.5380], [-0.7546, 1.2432, -0.1265], [0.5607, -1.3445, 0.0821]],
  "lowdin_charge": [-0.20, -0.34, 0.98, -0.47, 0.03, 0.00]
}

---

No. 3
{
  "formula": "C5H5ClNO2",
  "method": "ωB97M-V/def2-TZVPD",
  "homo_ev": -3.61,
  "max_force_ev_per_a": 3.9,
  "de_lowest_kj_mol": 151.8,
  "total_charge": -1,
  "lumo_ev": 3.74,
  "homo_lumo_gap_ev": 7.36,
  "energy_ev": -23372.9958,
  "symbols": ["C", "C", "C", "C", "C", "N", "O", "O", "Cl", "H", "H", "H", "H", "H"],
  "xyz": [[1.1851, 1.4033, 0.2008], [0.3468, 2.1367, -0.5835], [0.7242, 0.1863, 0.7462], [-0.4344, -0.4103, -1.2993], [-1.0662, -1.6076, 0.6266], [-0.1936, -0.5885, -0.0336], [-1.1649, -1.1323, -1.9312], [1.0188, -0.3025, 1.8219], [0.9348, 3.7182, -1.0268], [2.1658, 1.8709, 0.6846], [0.1263, 0.4687, -1.6161], [-1.9887, -1.2788, 1.0315], [-1.2682, -2.4677, -0.0012], [-0.3858, -1.9965, 1.3800]],
  "lowdin_charge": [-0.27, -0.63, -0.49, -0.40, -0.01, -0.03, 0.00, 0.02, 0.41, 0.12, 0.07, 0.07, 0.07, 0.07]
}